The following is a quantum chemistry calculation of one molecule with the formula C25H34N2O4 at a distorted geometry, from OMol25.

Properties
Energy above the lowest of the compared OMol25 structures with the same formula, charge and spin ... 21.761 eV
SMILES ... COc1cccc(CCNC(=O)c2ccc(OC)c(OC3CCN(C(C)C)CC3)c2)c1

CARTESIAN COORDINATES (ANGSTROEM)
C  1.37491  0.21445  5.86916
H  0.93758  0.88002  6.62205
O  2.47931  -0.46504  6.26137
C  3.24029  -1.11995  5.55099
C  4.30109  -1.59072  6.20432
C  5.22014  -2.50510  5.41819
C  4.96077  -2.65992  4.10377
C  4.03185  -1.81497  3.39359
C  3.14119  -1.18319  4.24187
H  2.14056  -0.76572  3.76841
C  3.91732  -2.04763  1.84621
H  4.80041  -2.30246  1.45569
H  2.80214  -2.47818  1.74743
C  3.45988  -0.63973  1.23386
N  2.03562  -0.18208  1.25820
C  1.36548  0.59949  1.98475
O  1.84275  1.49723  2.68159
C  -0.12691  0.73948  1.76435
C  -0.80773  1.29322  2.60196
C  -2.22487  1.21287  2.61353
C  -2.79094  1.09367  1.44685
C  -1.96489  0.39673  0.37119
C  -0.60446  0.39291  0.42765
H  -0.04622  -0.00401  -0.31582
O  -2.51958  0.47722  -0.91447
C  -2.07805  0.04730  -2.10938
C  -1.61253  1.35822  -2.56201
C  -0.76271  0.95163  -4.14452
N  -1.95646  0.34928  -4.79048
C  -2.51576  -0.84216  -4.36243
C  -2.98562  -0.53746  -3.06405
H  -3.44393  -1.36091  -2.55625
H  -3.89370  0.13467  -3.14077
H  -3.27659  -1.12350  -4.96042
H  -1.68620  -1.54579  -4.18689
C  -1.52007  0.35391  -6.45176
C  -1.57549  2.04001  -6.88463
H  -1.76144  1.60466  -7.93538
H  -2.44098  2.39458  -6.46998
H  -0.58903  2.25067  -6.53773
C  -0.51751  -0.40747  -6.72699
H  0.56232  -0.04797  -6.23500
H  -0.36054  -1.34132  -6.21487
H  -0.37762  -0.32830  -7.67198
H  -2.36585  -0.03923  -6.72033
H  -0.59801  1.93127  -4.56468
H  -0.20065  0.24656  -3.90812
H  -2.46002  2.05929  -2.79550
H  -0.59806  1.79769  -2.08676
H  -1.16180  -0.80145  -1.77964
O  -4.13619  1.10655  1.11265
C  -4.99071  1.54648  2.14678
H  -4.99693  0.94801  2.86784
H  -4.93161  2.47651  2.49586
H  -6.18856  1.41022  1.71559
H  -2.84504  1.46082  3.36704
H  -0.40082  1.60514  3.73063
H  1.45166  -1.02057  0.79982
H  3.86944  -0.57481  0.20261
H  3.68031  -0.03234  1.78865
H  5.72147  -2.93486  3.30390
H  6.07751  -3.03460  5.72210
H  4.55884  -1.65838  7.15433
H  0.66056  -0.46210  5.63287
H  1.68069  0.98116  5.18322

---

The following is a quantum chemistry calculation of C29H29CuN3O3P2 as an isolated structure, from OMol25.

Properties
⟨S²⟩ ... 0.75
Spin multiplicity ... 2
E ... -104374.028 eV

CARTESIAN COORDINATES (ANGSTROEM)
Cu  1.74934  1.44006  0.68037
N  1.46087  3.55860  0.71124
C  0.97657  3.75274  2.09967
C  1.84033  2.91144  3.04381
O  2.30012  3.40322  4.06484
N  1.98718  1.65127  2.59307
C  3.17241  0.89979  2.99813
C  4.15140  0.77992  1.83384
O  5.27806  0.36633  2.01120
O  3.68933  1.12402  0.64916
H  2.38986  3.96009  0.61801
H  0.85819  4.01480  0.03535
H  -0.05229  3.39046  2.15041
H  1.00708  4.79364  2.41834
H  2.89473  -0.11996  3.28347
H  3.67903  1.36424  3.84368
C  -0.50323  -0.84937  2.15420
N  -0.49750  -0.72968  0.66521
P  -0.87700  0.89359  0.16779
C  -1.50242  0.65819  -1.53124
C  -1.19561  1.61743  -2.48696
C  -1.72413  1.52992  -3.76963
C  -2.56280  0.47723  -4.09915
C  -2.86782  -0.49112  -3.14777
C  -2.33906  -0.40238  -1.87232
C  -2.44739  1.24598  1.02541
C  -2.72120  2.56994  1.35073
C  -3.93570  2.92163  1.92574
C  -4.88130  1.94417  2.18858
C  -4.61738  0.61852  1.86371
C  -3.41064  0.27085  1.28042
P  1.17796  -1.03776  0.19047
C  1.27290  -2.83549  0.42738
C  0.15591  -3.65782  0.53027
C  0.31937  -5.03008  0.66168
C  1.59269  -5.58253  0.69233
C  2.70854  -4.76193  0.59670
C  2.55018  -3.39041  0.47218
C  1.20558  -0.91012  -1.62715
C  2.02874  0.06293  -2.18749
C  2.10795  0.21551  -3.56709
C  1.37565  -0.62035  -4.39403
C  0.57856  -1.62118  -3.84588
C  0.50397  -1.77149  -2.47372
H  -1.52309  -0.80583  2.52544
H  0.08911  -0.06477  2.63980
H  -0.08887  -1.81799  2.43004
H  -0.52644  2.43368  -2.23702
H  -1.47397  2.27904  -4.50902
H  -2.97477  0.40438  -5.09699
H  -3.51521  -1.31945  -3.40520
H  -2.56158  -1.16582  -1.13679
H  -1.98586  3.33998  1.14848
H  -4.13636  3.95553  2.17237
H  -5.82443  2.21128  2.64635
H  -5.35684  -0.14595  2.06272
H  -3.21747  -0.76093  1.01448
H  -0.83453  -3.22047  0.50302
H  -0.55100  -5.66845  0.74104
H  1.71556  -6.65224  0.79793
H  3.70301  -5.18611  0.63001
H  3.42274  -2.74861  0.41315
H  2.67078  0.67912  -1.56278
H  2.75619  0.97216  -3.98802
H  1.43848  -0.50880  -5.46897
H  0.01696  -2.28309  -4.49200
H  -0.11944  -2.55147  -2.05292